# 1
Computed, not measured: a cluster of 12 separate species, C3H30NO12 in total, with the ωB97M-V functional and the def2-TZVPD basis.

## Properties
Charge   -1
Molar mass   272.268 g/mol
Energy relative to the best compared isomer or geometry (same formula, charge and spin)   53.8 kcal per mole

Structure (XYZ):
```
46
Properties=species:S:1:pos:R:3:forces:R:3:mulliken_charge:R:1
C 0.404168 2.031157 3.272038 -1.5 -1.1 -0.2 -1.094
N -0.616939 0.984548 2.854995 3.3 -1.2 -1.1 -0.466
C -0.300282 0.345315 1.519011 0.2 0.2 0.6 -0.247
C -0.582643 1.249750 0.306914 0.6 -0.2 -0.1 0.698
O -1.896023 1.698890 0.345882 -1.0 1.4 0.3 -0.721
H 1.347383 1.977321 2.702759 -0.6 -0.2 0.2 0.280
H 0.587241 1.807730 4.326654 0.3 0.7 -0.1 0.425
H -0.058977 2.993205 3.119912 0.2 0.6 0.2 0.364
H -1.543572 1.312996 2.817697 -1.0 0.8 -0.1 0.338
H -0.930873 -0.570363 1.484075 0.5 0.5 -0.4 -0.079
H 0.778202 0.033301 1.468468 -0.9 0.2 0.4 0.188
H -0.376619 0.682561 -0.622890 0.0 0.3 0.5 -0.403
H 0.054958 2.180176 0.295840 -0.4 -1.0 0.1 0.225
H -0.957759 -2.248478 -0.585857 -0.8 0.2 0.3 0.337
H 0.144983 -3.148202 -0.153052 0.5 -0.4 0.2 0.349
O -0.746850 -2.927260 0.113488 0.3 0.2 0.0 -0.677
H 1.472866 0.247850 -1.890412 0.1 0.7 0.0 0.476
H 1.913410 1.786564 -1.850197 0.6 -0.7 0.6 0.232
O 1.963265 0.953408 -1.354867 0.4 0.2 -0.2 -0.692
H -3.390152 -0.843000 0.525306 0.3 -0.7 0.5 0.280
H -2.950369 -0.737800 -1.013965 -0.1 -0.3 1.0 0.411
O -3.565214 -0.368853 -0.272739 -0.3 0.8 -1.4 -0.814
H 3.005620 -2.419772 -2.169730 0.5 0.1 0.2 0.371
H 1.530671 -2.501949 -2.103812 0.6 -0.5 -0.6 0.339
O 2.307969 -3.045529 -2.373845 -1.2 0.2 0.3 -0.719
H -2.477895 1.474984 -2.237099 0.1 -1.5 0.1 0.288
H -2.774168 2.799073 -1.654865 0.5 -0.1 -0.4 0.331
O -2.374986 2.386939 -2.443916 -0.4 1.5 0.1 -0.643
H 3.954856 -0.798434 -0.245102 0.3 -1.1 -0.5 0.339
H 3.506260 -0.186742 -1.411889 -0.4 0.2 -1.0 0.312
O 3.927306 -1.035509 -1.200514 0.2 1.1 1.5 -0.684
H -1.743574 -2.062418 -2.308712 -0.4 -0.4 -0.4 0.158
H -0.409896 -0.790465 -2.257026 -0.2 -0.3 0.0 0.364
O -1.690354 -1.298633 -1.744279 0.2 0.7 0.1 -0.982
H 0.775234 -0.094053 3.965681 0.7 -0.7 0.4 0.407
H 1.506492 -1.444149 3.978520 -0.2 0.5 0.3 0.362
O 1.562799 -0.546900 4.362456 -0.6 -0.1 -0.6 -0.714
H -2.558040 1.056466 0.045009 0.1 -0.7 0.1 0.477
H 0.439042 -0.779555 -3.595556 0.1 0.0 -0.9 0.236
O 0.541265 -0.691647 -2.661233 0.0 -0.1 0.8 -0.604
H -0.099401 2.946564 -3.791244 -0.5 -0.3 0.7 0.300
H 0.913275 2.286555 -2.752366 -1.4 0.0 -0.1 0.309
O 0.805068 2.713291 -3.597603 1.2 0.4 -1.0 -0.657
H -0.297330 -2.902571 2.281557 -0.3 0.1 -0.7 0.355
H -0.864311 -1.874674 3.309269 0.9 -1.0 -0.3 0.331
O -0.236108 -2.631689 3.197240 -0.6 0.9 0.9 -0.683
```
Forces are in eV/Å.

# 2
Computed, not measured: a cluster of 13 separate species, C3H31NO14S in total, with the ωB97M-V functional and the def2-TZVPD basis.

## Properties
Molar mass   337.341 g/mol
Energy relative to the best compared isomer or geometry (same formula, charge and spin)   0.0 kcal per mole

Structure (XYZ):
```
50
Properties=species:S:1:pos:R:3:forces:R:3:mulliken_charge:R:1
C -0.987141 1.903410 -1.426178 1.1 0.5 -0.3 -0.972
C -2.434641 2.208641 -1.060737 -0.4 -0.1 1.0 -0.753
S -2.702161 2.888211 0.628943 0.3 0.8 -0.3 -0.218
N -0.060312 1.536704 -0.341268 -1.0 -0.7 -0.7 0.239
C -0.453300 0.379481 0.291083 1.1 1.2 0.2 -0.346
O 0.148660 0.131474 1.466415 0.1 -0.6 0.2 0.597
O -1.257967 -0.362734 -0.199383 -0.8 -0.6 0.7 -0.552
H -0.490312 2.760378 -1.896816 -0.4 0.3 0.1 0.702
H -0.959291 1.120753 -2.186487 -0.3 -0.2 0.2 0.230
H -2.821291 2.933352 -1.773262 -0.2 -0.1 0.1 0.461
H -3.081845 1.336804 -1.019455 0.3 -0.1 -0.7 0.293
H -2.989353 1.770187 1.296833 0.0 -0.3 -0.1 0.126
H 0.284722 2.308620 0.201960 -0.1 -0.1 0.3 0.348
H 1.023000 0.571260 1.604217 -0.5 0.4 -0.3 0.022
H -1.791196 0.397815 -4.368735 -0.3 0.1 -0.2 0.311
H -1.736645 -0.946060 -3.730765 -0.2 -0.1 0.2 0.317
O -2.378915 -0.279887 -4.015126 0.6 0.0 0.0 -0.642
H 1.481012 -1.901235 -3.544744 0.2 0.0 0.2 0.367
H 2.873659 -2.275720 -3.067704 0.1 -0.1 0.1 0.299
O 2.420893 -1.812910 -3.774031 -0.1 0.2 -0.5 -0.644
H 0.963985 -2.616584 0.478861 -0.2 -0.2 0.4 0.325
H -0.469997 -3.195992 0.182611 0.1 0.1 0.4 0.321
O 0.426878 -3.110653 -0.154183 0.3 0.1 -0.4 -0.722
H 4.016796 2.032668 -0.586564 0.0 -0.1 -0.4 0.278
H 2.743355 2.169563 -1.514101 0.4 -0.3 -0.2 0.368
O 3.140627 2.414419 -0.667630 -0.5 0.4 0.6 -0.619
H -2.213233 -0.508669 1.669438 0.3 0.2 0.1 0.408
H -1.832823 -0.207037 3.178438 0.1 0.1 -0.1 0.442
O -2.492044 -0.604811 2.590150 -0.4 0.2 -0.1 -0.817
H 0.621316 -0.444755 -1.844720 0.0 0.3 -0.6 0.256
H 0.377684 -1.781933 -1.333477 -0.5 -0.7 -0.9 0.429
O 0.294253 -1.286514 -2.189209 0.3 0.2 0.9 -0.567
H 0.258612 0.236458 3.679680 0.1 0.3 0.0 0.257
H -0.265825 -0.707234 4.662009 0.1 0.1 0.2 0.404
O -0.211273 0.253657 4.517896 -0.2 -0.2 -0.1 -0.712
H -0.682662 -2.609803 3.187409 0.2 -0.3 0.3 0.387
H 0.124916 -1.550874 2.557122 0.4 -0.1 0.2 0.294
O 0.184261 -2.182986 3.295751 -0.7 0.0 -0.7 -0.721
H 0.954944 1.635953 -2.819967 -0.1 -0.4 -0.3 0.281
H 1.718682 0.460418 -3.557166 0.0 -0.2 0.1 0.348
O 1.770530 1.376774 -3.258171 0.4 0.5 0.2 -0.707
H -2.865191 -2.208481 2.236441 -0.3 -0.6 0.4 0.373
H -3.229766 -3.295558 1.211184 -0.1 -0.1 0.1 0.302
O -3.027067 -3.176376 2.144844 0.3 0.3 -0.3 -0.690
H 2.023654 2.226317 2.821041 0.0 0.5 -0.2 0.275
H 2.138314 2.425038 1.205034 0.4 0.4 0.2 0.284
O 2.212730 1.832492 1.964307 0.0 -1.0 0.0 -0.643
H 2.837057 -0.090219 1.418100 0.1 0.1 0.2 0.235
H 3.581233 -1.122029 0.633263 0.0 -0.3 0.0 0.275
O 2.812476 -1.031796 1.206851 0.1 0.2 -0.3 -0.527
```
Forces are in eV/Å.

# 3
Computed, not measured: a cluster of 14 separate species, C3H32O15 in total, with the ωB97M-V functional and the def2-TZVPD basis.

## Properties
Molar mass   308.274 g/mol
Energy relative to the best compared isomer or geometry (same formula, charge and spin)   56.1 kcal per mole

Structure (XYZ):
```
50
Properties=species:S:1:pos:R:3:forces:R:3:mulliken_charge:R:1
O -0.204321 1.530932 2.514016 0.3 2.3 2.1 -0.633
C -0.598845 1.018925 1.551396 1.6 -4.0 -2.8 0.471
O 0.389941 0.380159 0.657278 -1.7 1.1 0.1 0.065
C -1.938944 0.560852 1.070508 2.2 -2.8 -2.2 0.556
C -2.648002 1.648570 0.358556 0.0 -2.4 -3.3 -1.629
H 1.343880 0.555560 0.814963 -0.2 0.1 0.6 0.219
H -2.529348 0.137220 1.809544 -1.0 -0.1 2.2 0.368
H -1.718575 -0.510843 0.455682 -0.8 3.4 1.0 -0.249
H -2.116436 1.943753 -0.539535 0.3 0.0 -0.2 0.301
H -2.730001 2.504653 0.894971 -0.9 2.4 2.0 0.515
H -3.547286 1.191274 -0.048345 -0.5 0.6 0.3 0.344
H -2.232064 -2.026341 2.459283 -1.7 2.0 -1.1 0.223
H -1.814317 -3.340198 2.590620 0.1 -1.6 -0.1 0.336
O -1.519046 -2.478284 2.834066 1.6 -0.7 0.9 -0.631
H 1.042625 4.330943 -0.716957 -2.0 0.6 1.5 0.278
H 1.343862 3.482176 -1.930558 0.6 2.0 2.1 0.405
O 1.780103 4.122676 -1.224965 1.2 -1.8 -3.6 -0.666
H 3.616917 2.268691 0.341108 -0.2 0.3 -2.5 0.374
H 3.173196 3.042443 1.569906 -0.2 0.5 0.2 0.289
O 3.520620 2.214603 1.260088 0.6 0.3 3.0 -0.670
H 3.597593 -0.389620 0.122645 -1.3 0.2 0.9 0.286
H 3.386053 0.598513 1.243726 -0.1 0.7 0.6 0.292
O 2.918390 -0.115780 0.802692 1.4 -2.4 -1.1 -0.592
H -0.175903 -0.521395 -3.197687 -0.4 0.6 -0.8 0.421
H -1.063610 0.556354 -4.060644 0.4 -0.7 0.8 0.279
O -0.907592 0.167357 -3.173335 0.4 0.2 -0.5 -0.778
H -0.303499 1.482042 -2.252522 -0.1 0.7 -0.3 0.526
H 0.186938 1.763405 -0.927580 0.3 0.1 1.1 0.144
O 0.005436 2.261307 -1.722011 -0.5 -0.9 -0.9 -0.708
H -2.887483 -2.365982 -0.695236 0.4 0.4 -1.7 0.256
H -1.485732 -2.665921 0.049072 3.9 -0.6 -1.5 0.358
O -2.370345 -2.529998 0.067566 -4.3 -0.3 3.7 -0.573
H 0.688836 -2.016627 -2.166387 -0.3 0.2 -0.2 0.471
H 1.546951 -2.336739 -3.377357 -0.1 0.3 -0.4 0.320
O 0.763767 -1.825956 -3.142128 0.5 -0.6 0.4 -0.718
H 1.789738 -2.338204 1.800120 -0.2 0.0 0.2 0.309
H 0.378719 -3.041068 2.134857 1.9 0.3 -1.2 0.377
O 1.186685 -3.037034 1.511572 -1.3 -0.5 1.9 -0.768
H 2.137108 0.897235 -1.043100 -0.7 -0.2 -0.3 0.245
H 2.507550 2.348924 -1.636354 0.0 -1.2 0.8 0.254
O 2.793625 1.576393 -1.100532 1.2 1.1 -1.3 -0.623
H -3.653778 -0.935112 -2.542735 -0.6 0.4 -1.2 0.261
H -2.075264 -0.816643 -2.338047 -0.8 0.2 -0.4 0.421
O -2.937289 -1.081941 -1.958189 0.6 -0.5 1.2 -0.615
H 0.100861 0.228579 3.838288 0.5 4.6 -2.2 0.410
H -0.177111 -1.193227 3.529203 0.3 1.3 2.1 0.282
O 0.032343 -0.536232 4.280717 -0.7 -6.1 0.6 -0.664
H 0.777023 -2.903157 -0.186032 0.9 -1.5 0.7 0.360
H 0.308573 -1.576753 0.069167 0.0 0.6 -0.5 0.378
O 0.317441 -2.230474 -0.651356 -0.9 1.2 -0.6 -0.876
```
Forces are in eV/Å.

# 4
Computed, not measured: a cluster of 14 separate species, C3H33NO14S in total, with the ωB97M-V functional and the def2-TZVPD basis.

## Properties
Molar mass   339.357 g/mol
Energy relative to the best compared isomer or geometry (same formula, charge and spin)   22.5 kcal per mole

Structure (XYZ):
```
52
Properties=species:S:1:pos:R:3:forces:R:3:mulliken_charge:R:1
C -0.169381 -0.203829 0.155051 -0.9 -1.7 -0.4 3.003
C -0.139267 0.699098 1.389317 0.0 -0.5 0.1 0.381
S -1.695300 0.582285 2.334276 0.2 -0.2 0.4 -0.292
C 1.074624 0.006255 -0.668550 1.0 -0.1 -0.2 0.234
N 1.983568 -0.959847 -0.822859 -2.4 0.4 1.7 -0.222
O 1.340832 1.132426 -1.154168 -0.3 0.2 0.0 -1.202
H -0.281320 -1.308377 0.431048 0.3 1.8 -0.2 -0.772
H -1.088718 0.018909 -0.464010 1.1 0.0 0.5 -0.883
H 0.697211 0.409758 2.049698 -0.7 0.1 -0.2 -0.285
H 0.066873 1.711848 1.094363 -0.2 0.5 0.0 -0.075
H -2.471813 1.434562 1.632121 0.3 0.0 -0.3 0.194
H 2.784438 -0.814507 -1.323607 2.2 1.0 -1.5 0.278
H 1.814123 -1.910663 -0.595511 -0.6 -1.1 0.4 0.119
H -2.841971 1.930057 -0.874576 -0.6 -0.8 -0.6 0.433
H -1.820621 2.871544 -0.389533 -1.0 -0.1 0.6 0.431
O -2.714450 2.518420 -0.138451 1.2 1.1 0.5 -0.763
H 2.118782 -0.998218 2.887396 -0.3 -0.5 0.2 0.320
H 1.220827 -1.489647 4.027637 -0.3 0.1 0.5 0.323
O 1.575846 -1.784215 3.194545 0.6 0.4 -0.8 -0.700
H -0.586561 -3.712816 2.288089 -0.4 -0.4 0.5 0.232
H 0.587042 -2.674104 2.185163 -0.8 -0.7 -0.5 0.389
O -0.037988 -3.283000 1.643590 1.2 1.0 0.7 -0.705
H 0.195333 1.199631 -2.551754 -0.1 -0.2 -0.2 0.429
H -0.180447 -0.198093 -3.134426 -0.4 1.2 0.0 0.420
O -0.442307 0.781937 -3.153084 0.1 -1.2 -0.2 -0.863
H 0.301887 2.502402 -1.024088 0.8 -1.0 -0.4 0.505
H -0.164462 3.874466 -1.713276 0.0 -1.3 1.4 0.275
O -0.232225 3.287943 -0.900290 -0.5 2.4 -1.5 -0.836
H 2.190917 3.156887 1.139625 -0.4 0.5 0.2 0.484
H 2.228769 2.032733 0.082335 -0.2 -0.1 -0.6 0.273
O 2.650449 2.351703 0.877733 1.1 -0.5 0.6 -0.847
H 0.762884 -2.337065 -2.930177 1.9 -1.1 -0.7 0.311
H -0.390763 -2.317955 -1.986127 -0.6 -0.2 0.7 0.335
O 0.023777 -1.829039 -2.710886 -1.4 1.2 -0.3 -0.591
H 0.483302 4.063288 0.420159 -0.2 0.2 0.5 0.383
H 0.340174 4.452423 1.983015 1.0 -0.2 -1.6 0.320
O 0.970546 4.402503 1.204094 -0.9 0.3 1.5 -0.780
H 2.811620 1.145515 2.067854 -0.1 0.3 -0.2 0.410
H 3.864787 0.432489 2.880867 2.3 -0.2 0.4 0.288
O 2.949897 0.468450 2.766996 -2.1 0.0 -0.2 -0.680
H 1.096704 -3.826699 0.330005 -0.2 -0.2 0.7 0.407
H 0.614957 -4.036965 -1.091130 0.7 0.3 0.5 0.328
O 1.402423 -3.753688 -0.572924 -0.1 -0.4 -1.4 -0.776
H -0.923501 -3.136808 0.155820 0.1 0.1 0.5 0.283
H -2.046091 -2.610201 -0.764270 -1.1 0.6 0.1 0.370
O -1.244610 -3.130252 -0.747486 0.6 -0.9 -0.9 -0.786
H -3.461139 0.890697 -2.818271 -2.8 0.8 -3.3 0.243
H -1.961906 0.705288 -2.539798 -0.5 0.2 0.1 0.458
O -2.896662 0.728373 -2.142927 3.3 -1.0 2.6 -0.710
H -3.282960 -0.727588 -1.326042 0.0 -0.2 0.3 0.373
H -3.691392 -1.219593 0.079710 -0.2 0.3 0.8 0.305
O -3.386719 -1.528739 -0.762261 0.1 -0.2 -0.8 -0.769
```
Forces are in eV/Å.

Across the entries above, gap between HOMO and LUMO takes the values 0.338, 0.349, 0.391, 0.342 Ha, respectively.